ORCA calculation (ωB97M-V/def2-TZVPD) on the molecule C15H22N2O3 in a non-equilibrium geometry.

The geometry in XYZ format:
```
42
Properties=species:S:1:pos:R:3
C -3.8246 1.4457 -1.0865
C -2.6125 0.8106 -0.4441
C -2.9014 -0.6455 -0.0473
C -4.1367 -0.6673 0.9015
C -1.7298 -1.2820 0.6345
N -1.1993 -0.5701 1.8424
C -0.6320 -1.4908 -0.3582
O -0.7583 -1.6954 -1.5718
N 0.5857 -1.5218 0.1610
C 1.7807 -1.8617 -0.6572
C 2.2073 -0.6483 -1.4484
C 2.4897 0.6012 -0.6350
C 1.4486 1.4601 -0.3799
C 1.6940 2.6739 0.3028
C 2.9203 3.0092 0.7410
C 3.9203 2.1113 0.4825
C 3.7835 0.9269 -0.2150
C 2.8171 -2.4032 0.2570
O 2.7014 -2.4638 1.4770
O 4.0196 -2.4896 -0.3674
H -3.4871 2.3196 -1.7001
H -4.5442 0.7436 -1.6702
H -4.4803 1.8727 -0.3351
H -2.3560 1.2847 0.4913
H -1.8210 0.8336 -1.2179
H -3.0345 -1.2308 -1.0122
H -4.2697 -1.5965 1.3465
H -3.9123 -0.0141 1.7871
H -5.0423 -0.2645 0.5000
H -2.0918 -2.2976 0.9753
H -1.8576 -0.6357 2.6415
H -1.2231 0.4687 1.6417
H 0.7156 -1.4727 1.1306
H 1.5290 -2.6765 -1.3748
H 3.0790 -0.9183 -2.0258
H 1.4709 -0.3404 -2.1486
H 0.4664 1.2839 -0.8203
H 0.8837 3.4034 0.3113
H 3.1918 3.9936 1.0780
H 4.9585 2.2749 0.9172
H 4.5725 0.2172 -0.4264
H 4.6789 -2.5484 0.3223
```

Values from the calculation:
- gap between HOMO and LUMO (eV) = 9.93
- relative energy (zero: lowest compared OMol25 entry of this formula, charge and spin) (kcal/mol) = 36.12
- highest occupied orbital energy (eV) = -9.263
- net charge = 0
- LUMO energy (eV) = 0.67


ORCA calculation (ωB97M-V/def2-TZVPD) on the molecule C15H22N2O4 in a non-equilibrium geometry.

The geometry in XYZ format:
```
43
Properties=species:S:1:pos:R:3
O -2.3919 0.6259 -2.4339
C -2.6636 0.3950 -1.2841
C -1.7639 0.9177 -0.1591
C -1.9948 2.4074 0.0775
O -3.3523 2.5834 0.4592
N -0.4012 0.6993 -0.5885
C 0.6250 0.6385 0.2935
O 0.4631 0.8018 1.4933
C 1.9748 0.3121 -0.2943
C 2.5301 -1.1127 -0.0050
C 3.8876 -0.4558 0.2238
C 3.2176 0.8951 0.4209
C 5.1088 -0.8265 -0.5432
C 4.9952 -1.1753 0.9490
C 5.7286 -0.2919 1.9693
C 4.8475 -1.3929 2.4478
N -3.6165 -0.5588 -0.8578
C -4.9069 0.0498 -0.4320
C -5.8241 -1.1484 -0.5226
C -5.3462 -1.7747 -1.8274
O -4.0001 -1.3265 -2.0142
H -1.9478 0.3625 0.7596
H -1.3112 2.7368 0.8625
H -1.7763 2.9356 -0.8564
H -3.5009 3.5081 0.6725
H -0.2403 0.5827 -1.5762
H 2.0096 0.5191 -1.3658
H 2.1188 -1.4679 0.9441
H 2.4222 -1.8742 -0.7745
H 3.6613 1.7977 0.0040
H 2.9615 1.0510 1.4736
H 5.1894 -1.6176 -1.2807
H 5.7936 -0.0009 -0.6933
H 6.7891 -0.5153 1.9771
H 5.4556 0.7514 2.0734
H 3.8762 -1.0581 2.7961
H 5.1915 -2.3135 2.9025
H -4.8054 0.4704 0.5648
H -5.1936 0.8403 -1.1301
H -5.6457 -1.8151 0.3198
H -6.8756 -0.8699 -0.5548
H -5.3611 -2.8650 -1.8095
H -5.9277 -1.4208 -2.6810
```

Values from the calculation:
- gap between HOMO and LUMO (eV) = 9.57
- relative energy (zero: lowest compared OMol25 entry of this formula, charge and spin) (kcal/mol) = 162.79
- highest occupied orbital energy (eV) = -8.932
- net charge = 0
- LUMO energy (eV) = 0.64


ORCA calculation (ωB97M-V/def2-TZVPD) on the molecule C15H22N2O4 in a non-equilibrium geometry.

The geometry in XYZ format:
```
43
Properties=species:S:1:pos:R:3
C 3.0741 -0.9499 2.2176
C 3.2073 -2.2912 1.4865
C 4.3544 -2.2595 0.4055
C 1.9413 -3.0307 1.0279
C 1.3799 -2.4305 -0.2913
N 1.0336 -1.0106 -0.1807
C 0.0217 -0.6074 0.6422
O -0.3855 -1.3131 1.5750
C -0.5388 0.8173 0.3405
N 0.3842 1.5357 -0.5287
C -1.8727 0.5873 -0.3003
C -2.6365 1.8593 -0.6056
C -3.2315 2.5940 0.4132
C -3.8906 3.8058 0.1540
C -3.9028 4.2901 -1.1452
O -4.5537 5.4852 -1.2978
C -3.3264 3.6051 -2.2224
C -2.6308 2.4144 -1.9119
C 0.1736 -3.2199 -0.8596
O -0.8916 -2.7449 -1.2345
O 0.4077 -4.5321 -0.6891
H 2.2736 -1.0038 2.9709
H 4.0026 -0.7295 2.7358
H 2.8714 -0.1028 1.5547
H 3.5675 -2.9618 2.2892
H 5.2533 -1.9339 0.8952
H 4.1029 -1.4856 -0.3629
H 4.5580 -3.2231 -0.0731
H 2.2331 -4.0803 0.9089
H 1.1588 -2.9455 1.7725
H 2.1801 -2.5101 -1.0305
H 1.1682 -0.4519 -1.0082
H -0.6828 1.2420 1.3282
H 1.1160 2.0045 -0.0029
H -0.0737 2.1578 -1.1632
H -2.4753 -0.0784 0.3356
H -1.6779 0.0648 -1.2479
H -3.1662 2.2361 1.4473
H -4.3643 4.4050 0.9067
H -4.3342 5.8251 -2.1925
H -3.4868 4.0006 -3.2312
H -2.0307 1.9499 -2.6810
H -0.3108 -4.9835 -1.1469
```

Values from the calculation:
- gap between HOMO and LUMO (eV) = 9.24
- relative energy (zero: lowest compared OMol25 entry of this formula, charge and spin) (kcal/mol) = 20.45
- highest occupied orbital energy (eV) = -8.557
- net charge = 0
- LUMO energy (eV) = 0.68


ORCA calculation (ωB97M-V/def2-TZVPD) on the molecule C15H22N2O4S in a non-equilibrium geometry.

The geometry in XYZ format:
```
44
Properties=species:S:1:pos:R:3
C 1.1854 3.2930 4.3095
C 0.5581 3.7825 2.8603
O 1.5361 3.5962 1.7245
C 1.6037 2.4268 1.3043
C 2.4188 2.4335 0.3166
C 2.7985 1.1412 -0.2019
C 2.0571 -0.0502 0.2326
N 2.4241 -1.0472 -0.6905
C 1.2404 -2.0325 -1.1674
O 1.9249 -3.1413 -1.7719
N 0.0684 -1.7362 -1.0225
C -0.9945 -2.6426 -1.6424
C -2.1627 -2.8642 -0.8474
C -3.0014 -1.6244 -0.9545
S -2.1649 -0.2722 0.3102
C -2.2816 -1.0166 1.8235
C -1.1280 -1.9713 -2.9437
O -2.0555 -2.3909 -3.7800
O -0.2520 -0.8975 -3.4168
C -0.5033 -0.1476 -4.6236
C 1.1412 0.2161 0.9678
C 0.9420 1.4184 1.6537
H 1.5439 2.2325 4.4684
H 0.4767 3.6538 5.1908
H 2.0177 3.9058 4.6177
H 0.6621 4.9713 3.0712
H -0.3980 3.2452 2.8211
H 3.2555 3.2121 0.0947
H 3.6926 0.8782 -0.9293
H 3.2239 -1.2333 -1.1002
H -0.1085 -0.9342 -0.5907
H -0.2045 -3.6075 -2.0446
H -2.0637 -3.2380 0.1111
H -2.6050 -3.5848 -1.6045
H -3.1699 -1.2351 -1.7054
H -4.0000 -1.7760 -0.3449
H -3.3029 -1.3751 2.1751
H -1.6430 -1.6433 1.6752
H -2.1065 -0.2573 2.4672
H -1.3570 -0.5881 -5.0923
H 0.2791 -0.5097 -5.1504
H -0.4838 0.8282 -4.3315
H 0.8096 -0.7422 1.3060
H 0.1268 1.3244 2.4548
```

Values from the calculation:
- gap between HOMO and LUMO (eV) = 8.27
- relative energy (zero: lowest compared OMol25 entry of this formula, charge and spin) (kcal/mol) = 366.16
- highest occupied orbital energy (eV) = -7.846
- net charge = 0
- LUMO energy (eV) = 0.43


ORCA calculation (ωB97M-V/def2-TZVPD) on the molecule C15H22N4O in a non-equilibrium geometry.

The geometry in XYZ format:
```
42
Properties=species:S:1:pos:R:3
C 1.4253 2.5087 2.1249
C 0.7801 1.8834 0.9473
N -0.3675 1.3298 1.0098
N -0.7115 0.8561 -0.2280
C -1.8898 0.1478 -0.3842
N -2.1924 -0.2589 -1.6054
C -3.3212 -0.9384 -1.7538
C -3.6570 -1.3889 -3.1372
C -4.1426 -1.2067 -0.6630
C -3.7323 -0.7340 0.5801
C -4.5334 -0.9659 1.8198
N -2.6020 -0.0546 0.7150
C 0.2568 1.1177 -1.1920
O 0.2223 0.8086 -2.3514
C 1.3381 1.8964 -0.4489
C 2.7876 1.4281 -0.6825
C 3.0061 -0.0567 -0.9974
C 3.0365 -1.0703 0.1580
C 4.0446 -0.6896 1.2408
C 1.6669 -1.3432 0.7732
H 1.6588 3.5522 1.9173
H 0.7575 2.4465 2.9788
H 2.3580 1.9993 2.3649
H -4.5914 -0.9340 -3.4620
H -2.8580 -1.0954 -3.8110
H -3.7801 -2.4701 -3.1626
H -5.0616 -1.7593 -0.7766
H -4.0322 -0.5031 2.6642
H -4.6406 -2.0339 2.0016
H -5.5292 -0.5404 1.7087
H 1.2715 2.9333 -0.8055
H 3.3909 1.7258 0.1759
H 3.1620 1.9794 -1.5475
H 3.9783 -0.1207 -1.4946
H 2.2584 -0.3761 -1.7247
H 3.3797 -2.0093 -0.2945
H 4.1783 -1.5176 1.9334
H 3.7007 0.1679 1.8143
H 5.0110 -0.4507 0.8017
H 0.9307 -1.5442 -0.0023
H 1.7187 -2.2142 1.4236
H 1.3240 -0.5047 1.3717
```

Values from the calculation:
- gap between HOMO and LUMO (eV) = 9.33
- relative energy (zero: lowest compared OMol25 entry of this formula, charge and spin) (kcal/mol) = 20.27
- highest occupied orbital energy (eV) = -8.523
- net charge = 0
- LUMO energy (eV) = 0.80


ORCA calculation (ωB97M-V/def2-TZVPD) on the molecule C15H22N4O2.

The geometry in XYZ format:
```
43
Properties=species:S:1:pos:R:3
O 0.4038 -0.6405 3.1946
C 0.3073 -0.7371 1.9874
N 0.4529 0.3001 1.1426
C 0.6043 1.6513 1.6257
C -0.7419 2.2796 2.0422
C -1.7823 2.2516 0.9016
C -2.2411 3.7079 0.7943
C -1.0299 4.4522 1.3544
O -0.5564 3.6395 2.4049
C 0.0821 -2.0969 1.3221
C 1.4469 -2.7235 0.9943
C 1.2394 -3.9563 0.1180
C 0.6806 -3.5314 -1.2513
N 0.0271 -2.2459 -1.1408
C 0.3430 -1.2356 -1.9627
N 1.0818 -1.5237 -3.0468
C 1.3401 -0.5392 -3.8785
C 0.8807 0.7579 -3.6783
C 0.1595 0.9644 -2.5150
N -0.1087 -0.0039 -1.6565
C -0.7818 -2.0812 0.0427
H 0.2473 0.1841 0.1521
H 1.0635 2.2543 0.8393
H 1.2591 1.6399 2.5003
H -1.0996 1.7544 2.9342
H -2.6048 1.5756 1.1249
H -1.3142 1.9271 -0.0274
H -2.4832 4.0059 -0.2234
H -3.1070 3.8840 1.4324
H -1.2668 5.4303 1.7745
H -0.2576 4.5743 0.5792
H -0.4088 -2.7178 2.0772
H 1.9559 -2.9881 1.9207
H 2.0691 -1.9989 0.4636
H 2.1814 -4.4863 -0.0209
H 0.5468 -4.6341 0.6196
H -0.0347 -4.2744 -1.6226
H 1.4766 -3.4245 -1.9885
H 1.9411 -0.8030 -4.7398
H 1.0880 1.5536 -4.3721
H -0.2153 1.9449 -2.2451
H -1.4788 -2.9258 0.0711
H -1.3653 -1.1648 -0.0442
```

Values from the calculation:
- gap between HOMO and LUMO (eV) = 9.13
- relative energy (zero: lowest compared OMol25 entry of this formula, charge and spin) (kcal/mol) = 7.57
- highest occupied orbital energy (eV) = -8.542
- net charge = 0
- LUMO energy (eV) = 0.59